Molecular formula: C3H5N2
Method: DFT, ωB97M-V/def2-TZVPD

Calculated values
- orbital gap (eV) = 11.2939
- charge = +1
- LUMO (eV) = -3.79
- structure (SMILES) = c1c[nH+]c[nH]1
- 2S+1 = 1
- relative energy (zero: lowest compared OMol25 entry of this formula, charge and spin) (eV) = 0.162
- E_tot (hartree) = -226.586401

Geometry (Å):
C: -0.42 0.81 0.74
C: 0.83 0.79 0.21
N: 0.90 -0.34 -0.57
C: -0.25 -1.00 -0.52
N: -1.06 -0.32 0.29
H: -0.88 1.54 1.37
H: 1.65 1.46 0.40
H: 1.68 -0.51 -1.19
H: -0.39 -1.98 -0.95
H: -2.06 -0.44 0.21